2 unconnected molecules or ions with the total composition C3H3NO5 at a distorted geometry, computed with the ωB97M-V functional and the def2-TZVPD basis.

**Orbital gap**: 9.412 eV
**Total charge**: 0
**E_tot**: -14883.355 eV
**Max |F|**: 3.98 eV Å⁻¹
**Relative energy (zero: lowest compared OMol25 entry of this formula, charge and spin)**: 440.79 kJ/mol
**HOMO**: -10.0 eV

Cartesian coordinates (Å):
C -0.822 -1.321 0.389
C 0.400 -0.674 -0.021
O -1.124 -2.438 0.102
H 1.111 -1.455 -0.459
N 0.475 0.599 -0.115
H -1.310 -0.559 0.970
H -0.539 2.293 0.135
O 3.580 -1.616 -0.159
O 1.490 1.291 -0.336
O 4.870 0.189 0.406
O -0.689 1.331 -0.046
C 4.272 -0.729 0.124